(1)
100
Properties=species:S:1:pos:R:3:forces:R:3 method="wB97M-V/def2-TZVPD" orbital_gap_ev="4.48 / 4.49" e_tot_ha=-11950.6456 e_homo_ev="-5.91 / -5.92"
W -1.0997 0.3140 -0.2140 -1.358 3.084 -2.181
C -1.8972 7.5789 -3.4113 -0.060 0.112 -0.019
C -2.6291 6.9669 -2.4078 -0.055 0.052 0.010
C -2.3567 5.6595 -2.0494 -0.030 -0.101 0.002
C -1.3482 4.9576 -2.6994 -0.014 0.104 -0.059
C -0.6085 5.5787 -3.6975 -0.049 -0.068 0.009
C -0.8858 6.8863 -4.0536 0.033 0.070 -0.058
C -1.0156 3.5901 -2.2356 -0.611 -0.836 -0.552
C -0.0124 3.4932 -1.2943 0.352 -1.038 0.780
C 0.7798 4.6001 -0.8301 0.039 -0.159 0.017
C 1.6283 4.1157 0.1012 -0.057 -0.102 -0.045
C 1.3688 2.7059 0.2100 -1.039 -0.067 -0.782
C 2.0732 1.8374 1.0163 -0.005 -1.215 0.020
C 3.1802 2.4015 1.8246 0.123 0.005 0.021
C 4.4090 2.5823 1.1998 -0.039 0.005 0.017
C 5.4773 3.1149 1.8939 0.085 -0.020 -0.015
C 5.3291 3.4616 3.2265 0.040 0.069 0.048
C 4.1058 3.2890 3.8513 0.034 0.004 0.160
C 3.0298 2.7595 3.1573 -0.042 -0.009 -0.098
C 1.9652 0.4298 0.9631 -0.686 1.314 -0.591
N 1.0473 -0.2905 0.2100 -0.517 -0.649 0.179
C 1.4309 -1.6161 0.3730 -1.146 0.200 -0.884
C 0.7484 -2.7284 -0.1732 0.252 0.657 0.180
C 1.2219 -4.0770 0.2106 0.041 -0.079 -0.005
C 0.4274 -4.8863 1.0158 0.044 0.096 -0.009
C 0.8630 -6.1496 1.3743 -0.033 -0.067 0.042
C 2.0872 -6.6150 0.9244 0.049 -0.092 0.049
C 2.8823 -5.8136 0.1218 0.074 -0.026 0.014
C 2.4545 -4.5465 -0.2306 -0.105 0.003 -0.022
C -0.3145 -2.6355 -1.0459 -0.107 0.719 -0.125
C -0.9584 -3.7458 -1.6843 -0.029 0.269 -0.104
C -1.8734 -3.2450 -2.5455 0.240 0.119 0.237
C -1.8106 -1.8169 -2.4579 0.731 0.631 0.646
N -0.8664 -1.4308 -1.4984 -0.473 -0.465 0.288
C -2.5282 -0.9460 -3.2507 -0.059 0.768 0.165
C -2.3929 0.4592 -3.2423 0.939 -0.730 1.024
C -3.0413 1.3246 -4.1455 0.040 0.958 -0.115
C -2.6274 2.5961 -3.8443 -0.611 -0.707 -0.458
C -1.7343 2.4945 -2.7565 1.070 0.189 1.239
N -1.6018 1.1737 -2.3529 -0.270 -0.623 0.438
C -3.4931 -1.5503 -4.1978 -0.101 -0.003 -0.088
C -4.7541 -1.9209 -3.7470 -0.071 0.010 0.050
C -5.6392 -2.5448 -4.6091 -0.053 -0.037 -0.019
C -5.2695 -2.8000 -5.9198 -0.092 -0.022 -0.042
C -4.0192 -2.4145 -6.3743 -0.024 -0.048 -0.115
C -3.1317 -1.7895 -5.5172 -0.018 0.002 0.090
C 2.5553 -1.7122 1.2122 0.580 0.740 0.523
C 2.8853 -0.4329 1.5888 0.038 -1.109 -0.105
N 0.3471 2.3324 -0.6356 0.049 -0.100 0.277
H -2.1161 8.5979 -3.6905 -0.002 0.128 -0.025
H -3.4052 7.5120 -1.8928 -0.097 0.061 0.033
H -2.9055 5.1810 -1.2472 0.010 0.001 -0.034
H 0.1908 5.0382 -4.1832 0.069 -0.079 -0.047
H -0.3036 7.3703 -4.8234 0.039 0.031 -0.093
H 0.6923 5.6061 -1.1889 -0.002 0.204 -0.043
H 2.3801 4.6397 0.6582 0.124 0.148 0.077
H 4.5104 2.3044 0.1605 0.027 -0.019 -0.093
H 6.4215 3.2567 1.3910 0.124 0.019 -0.012
H 6.1633 3.8749 3.7726 0.067 0.046 0.067
H 3.9870 3.5722 4.8866 -0.014 0.029 0.099
H 2.0681 2.6498 3.6424 -0.083 -0.013 -0.009
H -0.5285 -4.5131 1.3570 -0.093 0.049 0.016
H 0.2446 -6.7705 2.0058 -0.048 -0.066 0.041
H 2.4247 -7.6023 1.1995 0.028 -0.115 0.036
H 3.8368 -6.1755 -0.2305 0.077 -0.044 -0.033
H 3.0649 -3.9151 -0.8606 0.052 0.041 -0.058
H -0.7239 -4.7752 -1.4963 0.076 -0.170 -0.023
H -2.5317 -3.7814 -3.2003 -0.078 -0.109 -0.137
H -3.7267 1.0119 -4.9069 -0.097 -0.041 -0.219
H -2.9029 3.5108 -4.3283 -0.030 0.214 -0.136
H -5.0330 -1.7162 -2.7203 0.070 -0.011 0.001
H -6.6167 -2.8374 -4.2536 -0.065 -0.019 0.013
H -5.9580 -3.2978 -6.5866 -0.051 -0.029 -0.067
H -3.7307 -2.6093 -7.3961 0.019 -0.020 -0.110
H -2.1495 -1.4967 -5.8585 0.102 0.026 -0.043
H 3.0480 -2.6217 1.4923 0.097 -0.166 0.048
H 3.6947 -0.1203 2.2181 0.207 0.061 0.095
Se -1.2523 1.5607 2.0348 -0.611 -0.171 -1.061
Se -2.5776 2.8717 0.6237 1.203 -1.417 0.347
Se -3.8586 0.0348 -0.4496 1.462 -0.485 0.460
Se -2.7351 -1.4921 0.9071 0.116 0.622 -0.214
O -0.3696 -1.1401 2.2170 0.400 -0.886 1.536
C -0.0438 -1.3020 3.4044 -0.845 0.038 -1.333
C -0.5190 -2.4789 4.2044 0.070 -0.234 -0.038
C 0.6285 -3.4077 4.6202 -0.095 0.057 0.284
C 1.4069 -2.9149 5.8413 0.223 -0.022 -0.303
C 2.1427 -1.5951 5.6192 -0.196 0.013 0.312
C 1.1983 -0.4216 5.3563 0.187 -0.312 0.078
N 0.7322 -0.4004 3.9918 0.465 0.881 0.339
H -1.2359 -3.0150 3.5809 0.024 0.135 0.023
H -1.0426 -2.1183 5.0920 -0.109 -0.010 0.064
H 1.3066 -3.5387 3.7735 0.027 -0.098 -0.043
H 0.2071 -4.3866 4.8608 0.033 -0.003 -0.100
H 2.1416 -3.6774 6.1107 -0.046 -0.018 0.087
H 0.7240 -2.8035 6.6879 -0.031 -0.043 0.049
H 2.8305 -1.6955 4.7777 0.086 0.085 -0.026
H 2.7285 -1.3674 6.5100 0.111 -0.013 0.049
H 1.7122 0.5237 5.5358 -0.078 -0.031 0.003
H 0.3391 -0.4773 6.0320 0.087 0.109 0.115
H 1.0528 0.3528 3.3949 -0.109 -0.161 -0.004


(2)
10
Properties=species:S:1:pos:R:3:forces:R:3 method="wB97M-V/def2-TZVPD" orbital_gap_ev=10.10 e_tot_ha=-375.5380 de_lowest_kcal_mol=81.1 smiles="O=C(NO)NO" e_homo_ev=-9.69
C -0.8509 -0.5335 -0.3219 -0.363 -3.293 1.530
H 0.6206 1.7464 0.0549 1.616 -0.635 -0.869
H -1.2229 1.2273 -1.1977 1.647 -1.194 0.790
H 0.0667 -1.7566 1.3075 -0.448 1.483 -3.891
H 1.8940 -0.1818 0.6431 -3.534 1.133 1.943
N -0.4762 0.6514 -0.6877 -5.699 2.153 -3.129
N 0.2404 -1.1998 0.3178 0.917 0.533 5.048
O 0.7454 1.0740 -0.6646 1.983 5.007 -2.132
O -1.9340 -1.0419 -0.5183 -0.053 0.104 -0.040
O 0.9170 0.0146 1.0669 3.934 -5.290 0.749


(3)
23
Properties=species:S:1:pos:R:3:forces:R:3 method="wB97M-V/def2-TZVPD" orbital_gap_ev=9.56 total_charge=+1 e_tot_ha=-346.7737 de_lowest_kcal_mol=87.1 smiles=CC(C)(N)C1([NH3+])CC1 e_homo_ev=-13.11
C -1.8321 -0.4184 -0.8567 -0.214 1.158 -3.505
C -1.8231 -0.9365 0.5260 -0.549 -2.569 -0.557
C -0.7655 0.0635 0.0435 0.169 -0.551 1.869
C 1.5137 0.3671 1.2728 0.598 -3.391 -0.347
C 1.4557 0.3199 -1.3922 -0.327 0.100 2.018
C 0.7728 -0.3029 0.0620 -1.680 2.514 -2.297
N 0.8864 -1.7285 0.0796 -0.158 0.741 -0.602
N -1.0131 1.4763 0.5549 -0.245 2.141 -1.865
H -1.5908 -1.0231 -1.7820 -0.021 0.371 1.469
H -2.4961 0.4105 -1.2286 0.220 -0.979 0.781
H -2.7313 -0.8503 1.1197 0.447 0.993 0.308
H -1.5972 -2.0634 0.5191 0.482 2.059 0.321
H 2.1508 -0.4917 1.8232 -0.897 2.390 -1.410
H 0.9128 0.7546 2.0439 -1.164 0.089 1.103
H 1.9961 1.2174 0.8673 1.425 0.534 -0.012
H 2.5116 0.3990 -1.0456 -0.579 0.344 -0.922
H 1.3981 -0.3595 -2.2428 -0.112 -0.417 0.383
H 1.0368 1.2841 -1.8239 0.568 -0.748 1.073
H 0.5382 -2.0545 -0.8742 1.634 -0.067 1.743
H 1.8853 -1.7176 0.3143 -0.217 -1.912 -1.038
H -1.9964 1.8653 0.5178 0.919 -1.141 -0.246
H -0.4579 2.2141 -0.0190 -0.771 -1.618 1.121
H -0.7549 1.5744 1.5210 0.472 -0.043 0.612


(4)
53
Properties=species:S:1:pos:R:3:forces:R:3 method="wB97M-V/def2-TZVPD" orbital_gap_ev=6.29 total_charge=+1 e_tot_ha=-4608.3978 de_lowest_kcal_mol=0.0 e_homo_ev=-10.10
Ru 0.2922 -0.7170 0.7148 0.121 0.062 0.220
N -0.9762 -3.4279 -0.5537 0.056 0.008 -0.009
C -0.8147 -2.4626 -1.4802 0.042 -0.042 0.046
C -1.5582 -2.7135 -2.7206 -0.005 -0.004 0.014
C -1.7260 -1.7376 -3.5989 -0.014 -0.007 -0.043
C -1.1142 -0.3993 -3.3546 0.059 0.018 -0.050
C -0.0125 -0.4676 -2.2936 -0.075 0.011 -0.181
N -0.0713 -1.4040 -1.2660 -0.082 -0.034 0.043
C -0.3666 -3.6635 0.6923 0.015 0.054 -0.125
C -0.4394 -4.9679 1.1679 0.020 -0.020 0.043
C 0.1306 -5.2703 2.3852 -0.019 0.005 -0.037
C 0.7706 -4.2547 3.0778 0.005 0.014 0.001
C 0.7987 -2.9907 2.5343 0.004 -0.029 0.058
N 0.2203 -2.6672 1.3575 -0.076 -0.027 -0.023
H -1.5460 -4.2005 -0.8604 -0.002 0.003 -0.005
H -2.0192 -3.6841 -2.8500 0.001 -0.001 0.009
H -2.3468 -1.8566 -4.4771 0.007 -0.004 -0.001
H -0.6154 -0.0371 -4.2569 0.013 0.024 0.014
H 2.0626 1.1237 -1.4204 -0.067 -0.029 -0.069
H -0.9277 -5.7293 0.5744 -0.001 -0.001 0.000
H 0.0866 -6.2768 2.7771 0.001 -0.001 -0.002
H 1.2497 -4.4309 4.0295 0.001 0.000 -0.002
H 1.3026 -2.1918 3.0484 -0.015 0.029 -0.008
O -2.0598 0.5800 -0.3588 -0.083 0.089 0.009
As -2.4844 1.6491 -1.7342 -0.016 -0.068 -0.016
O -2.1934 0.4747 -3.0562 -0.003 -0.084 0.068
O 0.9017 0.3211 -2.3762 0.035 0.000 0.046
C -0.9804 2.9274 -2.0698 -0.089 0.041 0.033
C -1.4505 3.6799 -3.1500 0.013 0.019 -0.001
C -0.7634 4.7714 -3.6578 -0.002 -0.001 -0.004
C 0.4139 5.1792 -3.0565 0.002 0.001 0.004
C 0.9009 4.4696 -1.9736 0.033 -0.008 0.009
C 0.2217 3.3523 -1.4965 0.030 -0.058 -0.004
S 1.1097 2.5349 -0.2035 -0.149 0.069 0.079
O 1.5809 3.4911 0.7306 -0.016 -0.004 0.043
O 0.2776 1.4441 0.2942 -0.028 0.097 -0.155
O 2.3366 1.9310 -0.9186 0.229 0.012 0.012
H -1.5430 1.0943 0.2823 0.040 -0.017 -0.038
H -2.3975 3.4142 -3.6130 0.002 -0.002 0.006
H -1.1631 5.3107 -4.5059 0.001 0.002 0.001
H 0.9505 6.0442 -3.4206 0.003 -0.001 0.001
H 1.8196 4.7755 -1.4903 0.001 0.002 -0.005
S 2.5412 -0.5230 1.3171 -0.023 -0.156 -0.036
C 1.8210 0.1525 2.7515 0.031 0.034 -0.057
C 2.3929 0.7135 3.8893 0.018 -0.002 -0.047
C 1.5464 1.1366 4.8944 -0.019 0.007 0.017
C 0.1648 0.9995 4.7568 0.012 0.011 -0.002
C -0.3304 0.4430 3.5976 0.025 0.045 -0.017
N 0.4868 0.0316 2.6230 -0.038 -0.054 0.152
H 3.4667 0.8091 3.9637 -0.001 0.005 0.006
H 1.9563 1.5775 5.7936 0.003 0.000 -0.002
H -0.5113 1.3246 5.5335 0.000 -0.002 0.001
H -1.3922 0.3173 3.4271 0.000 -0.006 0.005